# 1
ORCA calculation (wB97M-V/def2-TZVPD) on a 2-piece molecular cluster, C3H12N2O2 overall at a distorted geometry.

Results
Highest occupied orbital energy in eV: -8.735
LUMO in eV: 0.80
Structure (SMILES): NCCNCO.O
Frontier orbital gap in eV: 9.54

Positions of all 19 atoms, in Å:
C (-0.081, -0.562, 0.541)
N (0.081, 0.712, -0.199)
C (-0.848, 1.765, 0.158)
O (-0.389, 3.027, -0.255)
C (-0.536, -1.711, -0.336)
N (-1.876, -1.630, -0.853)
H (0.913, -0.842, 0.908)
H (-0.750, -0.445, 1.384)
H (-0.010, 0.497, -1.187)
H (-0.919, 1.751, 1.245)
H (-1.852, 1.627, -0.249)
H (-0.016, 2.909, -1.135)
H (-0.417, -2.595, 0.292)
H (0.215, -1.789, -1.126)
H (-2.551, -1.187, -0.255)
H (-1.979, -1.284, -1.798)
H (3.934, 0.469, 1.446)
H (3.705, -0.448, 0.267)
O (3.374, -0.265, 1.153)

# 2
ORCA calculation (wB97M-V/def2-TZVPD) on a 3-piece molecular cluster, C3H12N2O2 overall at a distorted geometry.

Results
Highest occupied orbital energy in eV: -9.426
LUMO in eV: 0.37
Structure (SMILES): CC/N=C\N.O.O
Frontier orbital gap in eV: 9.79

Positions of all 19 atoms, in Å:
C (1.718, 0.900, 2.530)
C (1.177, 0.037, 1.382)
N (-0.025, -0.760, -1.033)
C (0.990, 0.179, -0.926)
N (1.593, 0.546, 0.110)
H (2.661, 1.305, 2.171)
H (1.113, 1.777, 2.612)
H (1.819, 0.248, 3.390)
H (1.462, -1.012, 1.457)
H (0.072, 0.014, 1.378)
H (-0.203, -1.309, -0.210)
H (-0.075, -1.129, -1.962)
H (1.333, 0.612, -1.852)
H (-5.132, -4.224, -0.740)
H (-4.097, -3.658, -1.681)
O (-4.989, -4.040, -1.679)
H (1.395, 2.872, -0.072)
H (0.562, 3.617, -1.094)
O (0.681, 3.526, -0.139)

# 3
ORCA calculation (wB97M-V/def2-TZVPD) on a 2-piece molecular cluster, C3H12N2O2 overall at a distorted geometry.

Results
Highest occupied orbital energy (spin up / spin down) in eV: -14.830 / -14.582
Spin multiplicity: 2
LUMO (spin up / spin down) in eV: -3.34 / -8.44
Expectation value of S²: 0.756
Net charge: +1
Frontier orbital gap (spin up / spin down) in eV: 11.49 / 6.15

Positions of all 19 atoms, in Å:
C (-0.549, -1.267, -0.078)
N (-0.702, -0.101, -0.925)
C (0.152, 0.185, -2.032)
O (1.253, 1.037, -1.659)
C (0.886, -1.305, 0.618)
N (1.236, -0.179, 1.611)
H (-0.616, -2.110, -0.762)
H (-1.453, -1.419, 0.560)
H (-0.877, 0.667, -0.327)
H (0.497, -0.787, -2.636)
H (-0.391, 1.019, -2.626)
H (1.834, 0.794, -0.947)
H (0.884, -2.230, 1.225)
H (1.607, -1.513, -0.283)
H (0.552, -0.359, 2.386)
H (1.111, 0.770, 1.276)
H (-2.013, 1.762, 1.103)
H (-1.309, 1.382, 2.631)
O (-2.065, 1.251, 1.977)

# 4
ORCA calculation (wB97M-V/def2-TZVPD) on a 3-piece molecular cluster, C3H12N2O3 overall at a distorted geometry.

Results
Highest occupied orbital energy in eV: -9.930
LUMO in eV: 0.20
Structure (SMILES): NCCNC=O.O.O
Frontier orbital gap in eV: 10.13

Positions of all 20 atoms, in Å:
C (-0.033, 1.035, 2.113)
N (0.499, 0.712, 0.891)
C (1.698, -0.071, 0.619)
C (1.484, -0.916, -0.638)
N (0.540, -2.042, -0.634)
O (-1.196, 1.394, 2.162)
H (0.657, 0.910, 2.952)
H (-0.168, 0.747, 0.140)
H (1.897, -0.745, 1.470)
H (2.525, 0.660, 0.635)
H (1.119, -0.243, -1.416)
H (2.423, -1.429, -0.841)
H (0.299, -2.516, 0.234)
H (-0.335, -1.606, -0.868)
H (-1.064, 0.236, -2.936)
H (-1.178, -0.500, -1.690)
O (-0.793, -0.624, -2.556)
H (-2.544, 1.857, 0.805)
H (-2.602, 1.522, -0.582)
O (-3.227, 1.622, 0.140)

# 5
ORCA calculation (wB97M-V/def2-TZVPD) on a 2-piece molecular cluster, C3H12N2OS overall at a distorted geometry.

Results
Highest occupied orbital energy (spin up / spin down) in eV: 0.921 / -5.769
Spin multiplicity: 2
LUMO (spin up / spin down) in eV: 2.89 / 3.34
Expectation value of S²: 0.751
Net charge: -1
Frontier orbital gap (spin up / spin down) in eV: 1.97 / 9.11

Positions of all 19 atoms, in Å:
N (-0.831, -0.202, -0.344)
C (-0.240, 1.074, -0.016)
C (1.129, 1.122, -0.715)
S (2.428, 0.154, 0.227)
C (-1.077, 2.266, -0.467)
N (-2.367, 2.214, 0.231)
H (-0.214, -0.902, 0.095)
H (-1.728, -0.321, 0.116)
H (0.001, 1.293, 1.037)
H (1.096, 0.677, -1.708)
H (1.543, 2.119, -0.849)
H (2.248, 0.911, 1.316)
H (-1.362, 2.172, -1.522)
H (-0.455, 3.168, -0.455)
H (-2.266, 1.898, 1.189)
H (-2.834, 3.108, 0.253)
H (-0.709, -4.978, 0.164)
H (-1.572, -5.464, 1.289)
O (-1.269, -5.707, 0.409)

# 6
ORCA calculation (wB97M-V/def2-TZVPD) on a 2-piece molecular cluster, C3H12N2OS overall at a distorted geometry.

Results
Highest occupied orbital energy in eV: -8.589
LUMO in eV: 0.62
Structure (SMILES): NC[C@@H](N)CS.O
Frontier orbital gap in eV: 9.21

Positions of all 19 atoms, in Å:
N (1.206, 0.192, -1.673)
C (0.679, -0.062, -0.329)
C (0.804, 1.172, 0.614)
S (0.440, 2.850, 0.024)
C (-0.802, -0.521, -0.274)
N (-1.286, -1.116, -1.516)
H (0.432, 0.076, -2.315)
H (0.898, 2.555, -1.228)
H (1.906, -0.471, -1.971)
H (1.192, -0.925, 0.194)
H (1.861, 1.177, 0.947)
H (0.305, 0.886, 1.564)
H (-0.875, -1.178, 0.566)
H (-1.454, 0.332, -0.006)
H (-1.452, -2.105, -1.450)
H (-2.037, -0.636, -1.980)
H (0.092, -1.094, 3.284)
H (-1.240, -0.597, 2.396)
O (-0.668, -0.534, 3.155)

# 7
ORCA calculation (wB97M-V/def2-TZVPD) on a 2-piece molecular cluster, C3H12N2OS overall at a distorted geometry.

Results
Highest occupied orbital energy in eV: -9.019
LUMO in eV: 0.56
Structure (SMILES): NCNCCS.O
Frontier orbital gap in eV: 9.58

Positions of all 19 atoms, in Å:
C (0.831, 0.245, -0.587)
C (1.945, -0.782, -0.299)
S (3.388, -0.147, 0.634)
N (-0.285, -0.433, -1.270)
C (-1.415, 0.405, -1.547)
N (-1.935, 1.147, -0.390)
H (0.524, 0.735, 0.339)
H (1.082, 1.058, -1.188)
H (2.157, -1.032, -1.377)
H (1.593, -1.690, 0.182)
H (3.001, -0.623, 1.818)
H (-0.555, -1.396, -0.932)
H (-1.093, 1.161, -2.249)
H (-2.208, -0.198, -1.881)
H (-1.326, 1.957, -0.163)
H (-2.865, 1.524, -0.431)
H (-1.584, -0.797, 2.608)
H (-0.192, -0.770, 3.374)
O (-1.064, -0.362, 3.359)

# 8
ORCA calculation (wB97M-V/def2-TZVPD) on a 2-piece molecular cluster, C3H12N2S overall at a distorted geometry.

Results
Highest occupied orbital energy (spin up / spin down) in eV: 1.327 / -5.086
Spin multiplicity: 2
LUMO (spin up / spin down) in eV: 3.20 / 3.18
Expectation value of S²: 0.750
Net charge: -1
Frontier orbital gap (spin up / spin down) in eV: 1.87 / 8.27

Positions of all 18 atoms, in Å:
C (0.317, 1.021, -2.364)
C (-0.933, 0.294, -1.872)
S (-1.533, -1.001, -2.985)
H (1.024, 0.317, -2.797)
H (0.044, 1.780, -3.104)
H (0.816, 1.492, -1.525)
H (-1.759, 0.993, -1.731)
H (-0.779, -0.120, -0.886)
H (-0.347, -1.617, -3.120)
N (-0.442, -0.299, 3.163)
C (0.070, -0.714, 1.857)
N (1.392, -0.208, 1.493)
H (0.256, -0.313, 3.885)
H (-1.064, 0.491, 3.176)
H (-0.680, -0.415, 1.125)
H (0.100, -1.797, 1.890)
H (2.092, -0.677, 2.053)
H (1.425, 0.775, 1.739)

# 9
ORCA calculation (wB97M-V/def2-TZVPD) on a 2-piece molecular cluster, C3H12N2S overall at a distorted geometry.

Results
Highest occupied orbital energy in eV: -8.458
LUMO in eV: 0.92
Structure (SMILES): CSC.NCN
Frontier orbital gap in eV: 9.38

Positions of all 18 atoms, in Å:
C (-0.286, 1.530, 1.699)
S (-0.006, 1.622, -0.085)
C (-1.699, 1.969, -0.562)
H (-0.582, 2.484, 2.116)
H (-1.083, 0.809, 1.867)
H (0.605, 1.162, 2.191)
H (-2.375, 1.172, -0.258)
H (-1.747, 2.075, -1.639)
H (-2.070, 2.890, -0.117)
N (-0.550, -2.173, -0.433)
C (0.811, -2.537, -0.761)
N (1.796, -2.002, 0.169)
H (-0.610, -1.168, -0.292)
H (-0.770, -2.549, 0.485)
H (1.038, -2.233, -1.775)
H (0.881, -3.636, -0.706)
H (2.704, -2.411, 0.273)
H (1.551, -1.319, 0.861)

# 10
ORCA calculation (wB97M-V/def2-TZVPD) on a 2-piece molecular cluster, C3H12N2S overall at a distorted geometry.

Results
Highest occupied orbital energy in eV: -9.119
LUMO in eV: 0.74
Structure (SMILES): CCS.NCN
Frontier orbital gap in eV: 9.86

Positions of all 18 atoms, in Å:
C (-0.396, -2.614, -0.380)
C (-1.092, -2.825, 0.987)
S (-0.627, -1.392, 2.268)
H (0.672, -2.300, -0.381)
H (-0.906, -1.780, -0.827)
H (-0.526, -3.435, -1.075)
H (-2.171, -2.617, 0.836)
H (-0.938, -3.847, 1.460)
H (-1.028, -0.352, 1.587)
N (0.573, 1.308, -0.089)
C (0.709, 2.393, -1.025)
N (1.593, 3.393, -0.480)
H (0.016, 0.491, -0.490)
H (-0.011, 1.662, 0.690)
H (1.123, 1.924, -1.962)
H (-0.284, 2.815, -1.379)
H (1.036, 4.109, 0.039)
H (2.258, 3.068, 0.221)

# 11
ORCA calculation (wB97M-V/def2-TZVPD) on a 2-piece molecular cluster, C3H12N2S overall at a distorted geometry.

Results
Highest occupied orbital energy in eV: -8.950
LUMO in eV: 0.80
Structure (SMILES): CCS.NCN
Frontier orbital gap in eV: 9.75

Positions of all 18 atoms, in Å:
C (-2.301, 0.544, -1.567)
C (-1.466, 0.917, -0.306)
S (-1.940, -0.063, 1.197)
H (-2.269, -0.536, -1.661)
H (-3.337, 0.884, -1.531)
H (-1.902, 1.016, -2.464)
H (-1.807, 1.908, -0.025)
H (-0.407, 0.856, -0.527)
H (-1.634, 0.862, 2.107)
N (1.999, 0.185, 1.466)
C (1.509, -1.077, 0.832)
N (2.083, -1.422, -0.450)
H (1.333, 0.946, 1.296)
H (2.676, 0.527, 0.776)
H (0.436, -1.214, 0.912)
H (1.926, -1.840, 1.494)
H (3.046, -1.692, -0.303)
H (2.054, -0.802, -1.246)

# 12
ORCA calculation (wB97M-V/def2-TZVPD) on a 2-piece molecular cluster, C3H12N3O overall at a distorted geometry.

Results
Highest occupied orbital energy in eV: -14.150
LUMO in eV: -3.26
Net charge: +1
Frontier orbital gap in eV: 10.89

Positions of all 19 atoms, in Å:
C (-0.532, 1.769, 1.097)
C (-1.452, -0.426, 0.531)
N (-1.578, -1.385, -0.518)
N (-0.617, 0.625, 0.251)
N (-1.919, -0.820, 1.747)
H (-0.964, -1.377, -1.318)
H (-2.218, -2.120, -0.407)
H (0.193, 0.268, -0.233)
H (-1.708, -0.189, 2.491)
H (-2.534, -1.487, 1.894)
H (0.325, 1.779, 1.732)
H (-1.492, 1.912, 1.595)
H (-0.373, 2.725, 0.499)
C (2.711, -0.342, -1.323)
O (1.367, -0.236, -1.792)
H (1.591, 0.209, -2.678)
H (2.826, -0.842, -0.366)
H (3.374, -0.791, -2.169)
H (2.999, 0.728, -1.031)

| no. | E (eV) |
| --- | --- |
| 1 | -10379.952 |
| 2 | -10380.305 |
| 3 | -10370.335 |
| 4 | -12427.457 |
| 5 | -19167.261 |
| 6 | -19167.752 |
| 7 | -19167.555 |
| 8 | -17119.394 |
| 9 | -17120.554 |
| 10 | -17120.039 |
| 11 | -17120.244 |
| 12 | -9816.467 |